Molecular formula: C67H54CdN2P2Se2SiTe
Method: DFT, ωB97M-V with the def2-TZVPD basis set

For the total energy, the calculation gives -242339.8438 eV. As for the energy relative to the best compared isomer or geometry (same formula, charge and spin): 1.0204 eV.

The geometry in ORCA input format:
```
! wB97M-V def2-TZVPD RIJCOSX def2/J DEFGRID3
* xyz 0 1
Cd 0.80 -0.06 -0.89
C 2.71 2.97 -1.63
Si 1.50 2.28 -0.35
C -0.06 3.38 -0.44
C 0.00 4.60 -1.12
C -1.12 5.41 -1.27
C -2.33 5.01 -0.73
C -2.42 3.81 -0.05
C -1.30 2.99 0.09
P -1.43 1.41 1.02
C -1.46 2.04 2.75
C -0.86 3.25 3.07
C -0.85 3.71 4.39
C -1.44 2.96 5.39
C -2.02 1.73 5.08
C -2.01 1.27 3.77
C -3.16 0.90 0.71
C -4.27 1.31 1.46
C -5.54 0.84 1.17
C -5.73 -0.05 0.12
C -4.64 -0.47 -0.63
C -3.37 0.00 -0.33
C 2.31 2.67 1.33
C 2.74 4.00 1.49
C 3.52 4.40 2.55
C 3.94 3.47 3.49
C 3.51 2.16 3.38
C 2.67 1.76 2.33
P 2.05 0.03 2.29
C 3.67 -0.85 2.24
C 4.13 -1.78 3.17
C 5.33 -2.45 2.96
C 6.09 -2.20 1.83
C 5.64 -1.27 0.90
C 4.44 -0.61 1.10
C 1.44 -0.29 3.99
C 1.21 0.69 4.96
C 0.73 0.35 6.21
C 0.45 -0.97 6.53
C 0.64 -1.95 5.56
C 1.11 -1.61 4.31
H 2.99 4.01 -1.46
H 2.29 2.88 -2.63
H 3.62 2.38 -1.60
H 0.93 4.92 -1.57
H -1.04 6.34 -1.81
H -3.21 5.64 -0.84
H -3.37 3.50 0.37
H -0.41 3.86 2.30
H -0.39 4.66 4.62
H -1.45 3.32 6.41
H -2.46 1.13 5.86
H -2.44 0.30 3.55
H -4.13 2.01 2.28
H -6.38 1.17 1.76
H -6.72 -0.43 -0.10
H -4.78 -1.16 -1.45
H -2.53 -0.35 -0.93
H 2.45 4.73 0.74
H 3.83 5.44 2.64
H 4.59 3.76 4.31
H 3.83 1.43 4.11
H 3.56 -1.98 4.07
H 5.67 -3.16 3.70
H 7.02 -2.72 1.67
H 6.23 -1.07 0.01
H 4.10 0.11 0.36
H 1.39 1.73 4.73
H 0.56 1.13 6.95
H 0.09 -1.24 7.51
H 0.42 -2.99 5.79
H 1.24 -2.39 3.56
Se 1.23 -2.46 -3.62
Se 3.11 -1.82 -2.37
C 2.54 -2.65 -0.73
C 3.30 -3.66 -0.16
C 2.83 -4.29 0.97
C 1.60 -3.91 1.48
C 0.92 -2.88 0.87
N 1.38 -2.23 -0.20
C 0.57 -0.69 -3.99
C 0.80 -0.27 -5.27
C 0.53 1.12 -5.55
C -0.03 1.90 -4.63
C -0.53 1.33 -3.32
N 0.02 0.00 -2.98
H 4.23 -3.94 -0.62
H 3.40 -5.08 1.44
H 1.16 -4.40 2.34
H -0.04 -2.56 1.25
H 1.28 -0.91 -5.99
H 0.85 1.54 -6.50
H -0.19 2.96 -4.79
H -0.25 2.02 -2.52
Te -2.69 -2.41 1.90
C -1.91 -4.26 2.58
C -1.62 -5.27 1.67
C -1.06 -6.47 2.10
C -0.78 -6.66 3.44
C -1.07 -5.65 4.36
C -1.63 -4.46 3.93
C -4.73 -2.94 1.94
C -5.27 -3.72 0.93
C -6.63 -4.02 0.94
C -7.45 -3.52 1.95
C -6.90 -2.73 2.95
C -5.55 -2.44 2.95
H -1.82 -5.12 0.61
H -0.84 -7.25 1.38
H -0.34 -7.59 3.78
H -0.85 -5.80 5.41
H -1.86 -3.68 4.64
H -4.64 -4.09 0.13
H -7.05 -4.63 0.15
H -8.50 -3.74 1.95
H -7.54 -2.34 3.74
H -5.12 -1.82 3.73
C -2.01 1.35 -3.31
C -3.22 1.38 -3.32
C -4.64 1.47 -3.23
C -5.47 0.52 -3.82
C -6.85 0.60 -3.67
C -7.41 1.63 -2.93
C -6.59 2.58 -2.34
C -5.22 2.51 -2.49
H -5.03 -0.28 -4.40
H -7.48 -0.15 -4.13
H -8.49 1.69 -2.81
H -7.02 3.39 -1.76
H -4.57 3.24 -2.02
*
```

Molecular formula: C67H59BrN10S3Sr
Method: DFT, ωB97M-V with the def2-TZVPD basis set

For the total energy, the calculation gives -188707.8049 eV. As for the energy relative to the best compared isomer or geometry (same formula, charge and spin): 0.6437 eV.

The geometry in ORCA input format:
```
! wB97M-V def2-TZVPD RIJCOSX def2/J DEFGRID3
* xyz 2 1
Sr -0.67 0.22 1.42
C -3.71 2.27 2.97
C -4.01 1.74 1.55
C -3.24 2.57 0.56
C -3.87 3.57 -0.17
C -3.10 4.41 -0.96
C -1.73 4.23 -0.99
C -1.19 3.21 -0.23
N -1.92 2.37 0.51
N -2.61 1.54 3.62
C -1.79 2.41 4.46
C -0.30 2.15 4.49
C 0.44 2.59 5.58
C 1.82 2.50 5.55
C 2.43 1.94 4.43
C 1.61 1.50 3.41
N 0.28 1.61 3.42
C -3.20 0.42 4.36
C -2.35 -0.80 4.60
C -2.40 -1.45 5.82
C -1.81 -2.69 5.95
C -1.16 -3.24 4.86
C -1.12 -2.50 3.69
N -1.70 -1.31 3.54
H -4.62 2.23 3.58
H -3.44 3.32 2.89
H -5.08 1.79 1.33
H -3.72 0.69 1.48
H -4.94 3.69 -0.10
H -3.57 5.20 -1.53
H -1.08 4.88 -1.57
H -0.12 3.04 -0.22
H -2.17 2.44 5.49
H -1.89 3.43 4.08
H -0.07 3.02 6.44
H 2.41 2.85 6.38
H 3.50 1.84 4.37
H 2.04 1.04 2.52
H -4.05 0.06 3.76
H -3.62 0.77 5.31
H -2.93 -0.99 6.65
H -1.85 -3.23 6.89
H -0.69 -4.21 4.91
H -0.59 -2.88 2.82
N -1.80 -0.79 -0.36
S -1.83 -1.29 -1.73
N -0.47 -1.19 -2.68
S 0.17 0.02 -3.37
N 0.72 1.25 -2.61
S 1.69 1.20 -1.27
N 1.17 0.70 -0.01
C 3.20 0.40 -1.80
C 3.59 -0.70 -1.06
C 4.75 -1.37 -1.40
C 5.51 -0.93 -2.48
C 5.11 0.18 -3.21
C 3.95 0.85 -2.87
C 2.16 2.93 -1.30
C 2.70 3.40 -0.11
C 3.10 4.73 -0.03
C 2.97 5.56 -1.13
C 2.44 5.08 -2.32
C 2.03 3.75 -2.41
C 1.45 -0.72 -4.35
C 2.04 0.07 -5.32
C 3.05 -0.47 -6.10
C 3.46 -1.78 -5.90
C 2.86 -2.56 -4.92
C 1.84 -2.04 -4.14
C -0.87 0.79 -4.59
C -1.13 2.15 -4.54
C -1.93 2.70 -5.53
C -2.45 1.90 -6.54
C -2.19 0.54 -6.56
C -1.39 -0.03 -5.58
C -3.15 -0.60 -2.72
C -3.88 -1.36 -3.63
C -4.94 -0.76 -4.30
C -5.25 0.57 -4.07
C -4.51 1.32 -3.17
C -3.46 0.73 -2.48
C -2.07 -3.04 -1.89
C -2.87 -3.61 -0.90
C -3.13 -4.97 -0.94
C -2.59 -5.75 -1.96
C -1.80 -5.18 -2.94
C -1.53 -3.81 -2.91
H 2.99 -1.00 -0.21
H 5.07 -2.23 -0.83
H 6.42 -1.45 -2.74
H 5.72 0.53 -4.04
H 3.65 1.73 -3.44
H 2.77 2.74 0.74
H 3.52 5.11 0.89
H 3.29 6.59 -1.07
H 2.34 5.73 -3.17
H 1.61 3.37 -3.33
H 1.72 1.10 -5.47
H 3.51 0.13 -6.87
H 4.24 -2.20 -6.51
H 3.18 -3.58 -4.77
H 1.35 -2.62 -3.37
H -0.72 2.76 -3.75
H -2.14 3.76 -5.52
H -3.07 2.34 -7.31
H -2.60 -0.09 -7.34
H -1.17 -1.09 -5.59
H -3.64 -2.40 -3.80
H -5.52 -1.35 -5.00
H -6.08 1.02 -4.59
H -4.75 2.35 -2.99
H -2.88 1.29 -1.75
H -3.26 -2.99 -0.11
H -3.75 -5.42 -0.18
H -2.80 -6.81 -1.99
H -1.38 -5.79 -3.73
H -0.92 -3.35 -3.68
Br 3.27 -0.36 9.76
C 2.89 -0.75 7.96
C 3.91 -1.12 7.10
C 3.63 -1.40 5.77
C 2.32 -1.32 5.30
C 1.31 -0.90 6.16
C 1.58 -0.64 7.49
N 1.97 -1.60 3.96
C 2.52 -2.60 3.42
C 2.25 -3.00 2.02
C 3.05 -3.99 1.46
C 2.82 -4.40 0.16
C 1.79 -3.79 -0.54
C 1.05 -2.80 0.10
N 1.26 -2.41 1.35
H 4.93 -1.17 7.47
H 4.44 -1.67 5.10
H 0.31 -0.79 5.77
H 0.79 -0.34 8.17
H 3.22 -3.25 3.96
H 3.84 -4.45 2.05
H 3.42 -5.18 -0.30
H 1.54 -4.08 -1.55
H 0.25 -2.30 -0.43
*
```